ORCA calculation (ωB97M-V/def2-TZVPD) on a structure of composition C67H83Cl3N10O2Rb.

Geometry as ORCA input:
```
! RIJCOSX wB97M-V def2-TZVPD def2/J DEFGRID3
* xyz -1 1
Rb 0.02133 0.30137 0.05770
C -5.41780 2.19720 -3.30295
C -4.53250 1.32317 -4.19463
C -3.15443 1.14389 -3.63737
C -2.02064 1.81790 -3.96650
C -1.84386 2.85168 -5.03428
C -1.32807 2.26224 -6.34823
C -0.96067 1.26595 -3.11895
N -1.45922 0.34402 -2.28204
C -2.77554 0.21642 -2.56975
C -3.62595 -0.71897 -1.98318
C -3.30668 -1.75584 -1.08830
C -4.22871 -2.81244 -0.69954
C -5.67181 -2.91737 -1.08696
C -6.57755 -2.00160 -0.26042
C -3.50769 -3.67452 0.07914
C -2.15655 -3.13286 0.13252
C -1.05826 -3.80857 0.71420
C 0.29111 -3.50258 0.58063
N 0.77092 -2.44285 -0.10847
C 2.09626 -2.63408 -0.24079
C 2.96667 -1.82185 -0.98723
C 2.64682 -0.71654 -1.78979
N 1.40614 -0.25087 -1.99021
C 1.50353 0.84348 -2.78109
C 0.41638 1.56794 -3.26473
C 2.91693 1.10578 -3.10419
C 3.62916 0.13068 -2.49245
C 5.11484 -0.03809 -2.43695
C 5.70308 0.43679 -1.10564
C 3.41665 2.21003 -3.98125
C 3.33175 1.85758 -5.46799
C 2.52161 -3.85113 0.47975
C 1.39223 -4.37414 1.01890
C 1.25460 -5.56023 1.91708
C 1.18585 -5.15609 3.39234
C 3.91302 -4.41038 0.54561
C 4.84706 -3.69761 1.52734
N -2.08440 -1.96708 -0.54096
C -3.94752 -4.99116 0.64441
C -3.61883 -6.16852 -0.27607
H -6.42378 2.30631 -3.71413
H -4.98755 3.19302 -3.18679
H -5.50235 1.76686 -2.30371
H -4.47330 1.75950 -5.19552
H -5.00633 0.34563 -4.32383
H -1.15452 3.62689 -4.68483
H -2.79646 3.36013 -5.21248
H -0.36625 1.76984 -6.19839
H -1.20400 3.03119 -7.11388
H -2.02137 1.50864 -6.72598
H -4.65247 -0.70748 -2.33858
H -6.00872 -3.95187 -0.97713
H -5.78921 -2.67635 -2.14720
H -6.52513 -2.27187 0.79809
H -7.62156 -2.07013 -0.57232
H -6.26247 -0.96069 -0.35266
H -1.29029 -4.73223 1.23740
H 4.01352 -2.11220 -0.97607
H 0.65492 2.39727 -3.92405
H 5.57929 0.51270 -3.25918
H 5.37418 -1.08972 -2.59389
H 5.51903 1.50311 -0.96361
H 6.78014 0.26318 -1.05229
H 5.22916 -0.08385 -0.27220
H 4.45028 2.45428 -3.72040
H 2.83905 3.11859 -3.78954
H 3.91180 0.95791 -5.68062
H 3.70807 2.66642 -6.09763
H 2.29992 1.65199 -5.75595
H 2.09176 -6.24783 1.76677
H 0.35203 -6.12160 1.65821
H 2.09030 -4.61891 3.68733
H 1.07897 -6.02302 4.04692
H 0.33962 -4.48587 3.56159
H 4.36447 -4.38542 -0.45059
H 3.85914 -5.46677 0.82249
H 5.01467 -2.66213 1.22342
H 5.82420 -4.18353 1.57631
H 4.42126 -3.69528 2.53459
H -5.02573 -4.97098 0.83513
H -3.47390 -5.15988 1.61815
H -4.11829 -6.04848 -1.23869
H -3.93042 -7.12154 0.15669
H -2.54647 -6.21120 -0.47025
Cl 0.59857 4.63425 4.53649
C -0.21156 5.03095 3.03484
C -0.37186 6.37541 2.69694
C -0.98847 6.73809 1.53442
Cl -1.17693 8.44050 1.14825
C -1.48604 5.74753 0.65108
C -2.13683 6.02740 -0.57110
C -2.59909 5.00056 -1.33980
C -2.41521 3.67639 -0.89236
N -1.79688 3.38003 0.22165
C -1.32365 4.38622 0.99631
C -0.64899 3.96045 2.22699
O -0.50782 2.74613 2.50042
H 0.00183 7.13731 3.36917
H -2.26485 7.05680 -0.88032
H -3.09915 5.18793 -2.28182
H -2.77930 2.84736 -1.47897
C -3.52285 0.04136 4.33300
C -2.18304 0.74965 3.99092
N -1.59618 0.13399 2.82543
C -2.49585 0.27514 1.67832
C -3.81031 -0.48034 1.93803
N -3.70922 -1.06359 3.32978
C -2.56913 -2.05014 3.40444
C -1.28167 -1.26071 3.07545
H -4.39023 0.69344 4.23195
H -3.53205 -0.42225 5.31949
H -1.49000 0.66234 4.82852
H -2.32241 1.80899 3.78212
H -2.02738 -0.16523 0.80923
H -2.64874 1.33804 1.48655
H -3.96634 -1.31924 1.25628
H -4.69261 0.16037 1.94604
H -4.57393 -1.55993 3.52771
H -2.78161 -2.82887 2.66982
H -2.58898 -2.46185 4.41398
H -0.80512 -1.67945 2.19223
H -0.57207 -1.32179 3.90133
C 6.52019 0.13638 2.53145
C 6.09882 0.88884 3.79910
C 5.03764 1.92532 3.39878
C 7.30519 1.66953 4.33630
C 5.58934 -0.10206 4.90552
O 4.99269 0.62014 5.98071
C 6.78516 -0.84931 5.52715
C 6.49380 -1.93734 6.57340
C 6.21334 -3.32171 6.02788
C 7.06150 -3.90662 5.09108
C 6.80129 -5.15891 4.55794
C 5.67442 -5.84722 4.97203
Cl 5.34414 -7.42560 4.31007
C 4.81297 -5.29935 5.90605
C 5.09361 -4.04471 6.42914
C 4.58066 -1.13471 4.40125
N 3.39174 -0.58084 3.79570
C 2.89660 -0.83950 2.58807
N 1.80086 -0.14688 2.38395
C 1.66261 0.56627 3.53098
N 2.59590 0.31154 4.43540
H 7.00182 0.83059 1.83994
H 5.66429 -0.28495 2.00314
H 7.23066 -0.66877 2.72922
H 5.50440 2.64995 2.72889
H 4.65681 2.47520 4.25859
H 4.19298 1.50072 2.86315
H 7.52001 2.50256 3.66583
H 8.20717 1.05792 4.39354
H 7.09905 2.07872 5.32616
H 4.07344 0.81801 5.73410
H 7.40288 -0.09202 6.00772
H 7.39853 -1.27855 4.73193
H 5.67367 -1.61207 7.21604
H 7.37672 -2.01102 7.21416
H 7.94210 -3.37232 4.75565
H 7.46132 -5.59956 3.82412
H 3.93038 -5.84424 6.21045
H 4.40852 -3.60363 7.14373
H 4.25629 -1.74470 5.23882
H 5.02986 -1.79693 3.66053
H 3.32940 -1.54730 1.90399
H 0.88301 1.30591 3.65806
*
```

The HOMO-LUMO gap comes out at 0.1751 hartree. The maximum force comes out at 0.99 eV/Å.

Atomic partial charges in e from the Mulliken method, atoms 1 to 8: 1.38, -0.98, -1.20, 0.24, 0.51, -1.18, -1.19, 0.09

ORCA calculation (ωB97M-V/def2-TZVPD) on a structure of composition C15H33AlNO5.

Geometry as ORCA input:
```
! RIJCOSX wB97M-V def2-TZVPD def2/J DEFGRID3
* xyz -1 1
C 4.44136 2.73896 -1.14956
C 5.33727 1.69299 -2.04213
O 6.74449 1.55369 -1.58978
C 4.54648 0.22221 -2.13637
N 5.12463 -0.79655 -1.17921
C 4.11253 -1.82542 -0.72701
C 3.03239 -2.29121 -1.86872
O 1.72737 -1.56931 -1.73961
Al 0.81506 -2.10012 -0.17809
O -1.06769 -1.99917 -0.29141
C -1.32848 -0.73087 -1.03253
C -2.85650 -0.15053 -0.82590
C -2.93378 1.07118 0.30130
C -3.41214 0.50373 -2.23328
C -2.44614 1.66251 -2.87599
C -3.78410 -0.71193 -3.30051
H 4.95354 3.05579 -0.12559
H 4.25204 3.69284 -1.84086
H 3.36691 2.34508 -0.86512
H 5.40409 2.12207 -3.15082
H 6.87207 2.24418 -0.85992
H 4.79119 -0.17036 -3.23624
H 3.41398 0.46993 -1.97649
H 5.34337 -0.23537 -0.30169
H 4.73582 -2.80293 -0.44331
H 3.64047 -1.45077 0.28023
H 2.77006 -3.44401 -1.70734
H 3.39333 -2.17574 -2.97578
H 1.23629 -1.07134 0.99146
H 1.34775 -3.53217 0.33929
H -0.60041 0.14957 -0.69387
H -1.16634 -1.00555 -2.17788
H -3.59489 -1.01507 -0.53224
H -4.02504 1.53709 0.16993
H -2.88141 0.67361 1.40135
H -2.13516 1.88968 0.04768
H -4.44571 1.03021 -1.98204
H -2.76796 2.69417 -2.40016
H -1.29636 1.50245 -2.70451
H -2.62812 1.72587 -4.05005
H -4.92197 -0.98404 -3.10354
H -3.69598 -0.35393 -4.41496
H -3.15072 -1.67238 -3.06423
O -4.53978 0.78026 3.28225
C -3.92195 0.36457 4.24851
O -4.41479 0.33172 5.52139
C -3.38897 -0.10960 6.40949
C -2.41124 -0.86199 5.54527
C -2.50982 -0.13700 4.22691
H -2.93576 0.76759 6.88311
H -3.82228 -0.74726 7.18554
H -1.39928 -0.88326 5.95835
H -2.74764 -1.89844 5.42038
H -1.82799 0.71665 4.17995
H -2.34409 -0.81230 3.38434
*
```

The HOMO-LUMO gap comes out at 0.2734 hartree. The maximum force comes out at 2.92 eV/Å.

Atomic partial charges in e from the natural (NBO) method, atoms 1 to 8: -0.68, 0.10, -0.73, -0.25, -0.64, -0.25, -0.10, -0.99

ORCA calculation (ωB97M-V/def2-TZVPD) on a cluster of 2 separate species, C13H30ClIN2O5P2 in total.

Geometry as ORCA input:
```
! RIJCOSX wB97M-V def2-TZVPD def2/J DEFGRID3
* xyz 1 2
C -1.74063 2.09866 -1.73823
C -0.84592 2.92144 -0.79145
I 0.41225 1.59981 0.33931
C -0.00194 3.91744 -1.58995
N 0.30152 5.24422 -0.93749
C -0.95977 5.94855 -0.50024
P 1.20124 6.43936 -2.25315
O 2.10909 5.37788 -3.00842
Cl -0.38099 6.59104 -3.52492
P 1.33067 5.08744 0.52534
O 0.59146 4.61018 1.67692
O 2.50619 4.23838 -0.07031
O 1.86700 6.56917 0.57984
H -2.76397 2.47506 -1.70319
H -1.76073 1.04541 -1.47203
H -1.39551 2.16054 -2.77183
H -1.46478 3.43873 -0.06380
H -0.53082 4.18517 -2.50687
H 0.94997 3.46038 -1.85190
H -1.23869 5.60805 0.49341
H -0.78067 7.02326 -0.47529
H -1.74803 5.71755 -1.21127
H 1.72186 4.81557 -3.69629
H 2.54035 3.33719 0.29720
H 1.92319 6.90431 1.48693
C 0.08622 -4.55885 2.84615
C -0.86994 -3.80950 1.90691
C -1.60415 -4.77148 0.96249
C -0.71313 -5.36136 -0.12715
C 0.00194 -4.26520 -0.91024
C 0.79583 -3.31003 -0.01081
N -0.14155 -2.80471 1.05015
O -0.86453 -1.81309 0.67618
C 2.02520 -4.00199 0.58208
C 1.28200 -2.10636 -0.80468
C -1.87767 -3.04716 2.76182
H 0.46636 -5.48486 2.41975
H 0.93366 -3.93533 3.12852
H -0.44942 -4.82109 3.75769
H -2.42943 -4.22668 0.49442
H -2.04707 -5.56524 1.56951
H 0.01113 -6.05915 0.30085
H -1.32779 -5.94829 -0.81151
H 0.69109 -4.69862 -1.63978
H -0.73504 -3.68006 -1.46872
H 2.50448 -3.36628 1.32769
H 2.73866 -4.17719 -0.22360
H 1.81032 -4.96244 1.03821
H 0.46528 -1.59560 -1.30770
H 1.99942 -2.44493 -1.55418
H 1.78332 -1.39222 -0.14885
H -1.37436 -2.30961 3.38852
H -2.38587 -3.76290 3.40936
H -2.61728 -2.53455 2.15461
*
```

The HOMO-LUMO gap (alpha / beta) comes out at 0.2481 / 0.2948 hartree. The maximum force comes out at 0.52 eV/Å. Its expectation value of S² is 0.754.

Atomic partial charges in e from the natural (NBO) method, atoms 1 to 8: -0.64, -0.34, 0.15, -0.29, -0.80, -0.46, 1.39, -0.98

- The lowest maximum force belongs to which entry?
  C13H30ClIN2O5P2

- The highest maximum force belongs to which entry?
  C15H33AlNO5

- Among the records above, which one has the lowest maximum force?
  C13H30ClIN2O5P2